No. 1
{
  "formula": "C9H16O6",
  "method": "the ωB97M-V functional and the def2-TZVPD basis",
  "symbols": ["C", "O", "C", "C", "O", "C", "O", "C", "C", "C", "O", "C", "O", "C", "O", "H", "H", "H", "H", "H", "H", "H", "H", "H", "H", "H", "H", "H", "H", "H", "H"],
  "coordinates": [[-1.093, 0.617, -2.751], [-0.121, 1.245, -1.917], [-0.590, 1.670, -0.615], [-1.467, 2.927, -0.645], [-1.258, 0.578, 0.060], [-0.591, 0.353, 1.299], [-0.640, -0.951, 1.911], [0.091, -1.985, 1.236], [-0.556, -2.394, -0.117], [1.597, -1.591, 1.209], [2.215, -1.616, 2.498], [1.832, -0.213, 0.607], [1.769, -0.303, -0.817], [0.839, 0.873, 1.058], [0.576, 1.974, 0.138], [-2.030, 0.394, -2.243], [-0.676, -0.339, -3.071], [-1.333, 1.195, -3.625], [-1.767, 3.175, 0.371], [-2.324, 2.760, -1.312], [-0.879, 3.785, -1.027], [-1.057, 1.034, 2.028], [-0.003, -2.870, 1.879], [-0.254, -1.679, -0.879], [-0.241, -3.392, -0.413], [-1.638, -2.371, -0.053], [2.117, -2.319, 0.580], [2.024, -2.484, 2.914], [2.862, 0.123, 0.870], [1.366, 0.522, -1.182], [1.232, 1.281, 2.008]],
  "gap_ev": 10.356,
  "charge": 0,
  "relative_energy_kcal_mol": 9.45,
  "smiles": "CO[C@@]1(C)O[C@H]2O[C@@H](C)[C@H](O)[C@@H](O)[C@H]2O1"
}


No. 2
{
  "formula": "C9H16Si",
  "method": "the ωB97M-V functional and the def2-TZVPD basis",
  "symbols": ["C", "C", "C", "C", "C", "C", "C", "Si", "C", "C", "H", "H", "H", "H", "H", "H", "H", "H", "H", "H", "H", "H", "H", "H", "H", "H"],
  "coordinates": [[1.036, -1.994, 0.244], [-0.231, -1.144, -0.006], [-0.808, -0.893, -1.396], [-0.132, 0.101, -2.297], [-1.043, 0.966, -2.788], [-2.319, 0.750, -2.180], [-2.218, -0.291, -1.333], [-0.172, 0.600, 0.874], [0.222, 0.326, 2.715], [1.363, 1.678, 0.362], [1.839, -1.376, 0.021], [0.912, -2.836, -0.378], [1.039, -2.214, 1.238], [-1.050, -1.652, 0.349], [-0.890, -1.797, -1.899], [0.959, 0.098, -2.619], [-1.062, 1.779, -3.532], [-3.286, 1.250, -2.252], [-3.079, -0.553, -0.737], [-1.610, 1.101, 0.781], [0.408, -0.746, 3.021], [1.196, 0.808, 3.144], [-0.515, 0.610, 3.407], [2.255, 0.847, 0.156], [1.224, 2.324, -0.506], [1.706, 2.304, 1.201]],
  "gap_ev": 9.423,
  "charge": 0,
  "relative_energy_kcal_mol": 24.54,
  "smiles": "C[C@H](C1C=CC=C1)[SiH](C)C"
}


No. 3
{
  "formula": "C9H17B3IO12PS",
  "method": "the ωB97M-V functional and the def2-TZVPD basis",
  "symbols": ["C", "S", "O", "O", "B", "O", "B", "I", "O", "B", "P", "O", "O", "O", "O", "H", "H", "H", "H", "H", "O", "C", "O", "C", "C", "C", "H", "H", "H", "H", "H", "H", "O", "C", "O", "C", "C", "C", "H", "H", "H", "H", "H", "H"],
  "coordinates": [[1.783, 0.719, -0.656], [0.851, -0.622, -1.343], [1.180, -0.716, -2.743], [-0.532, -0.476, -0.968], [1.626, -2.153, -0.513], [2.797, -2.612, -1.048], [3.617, -3.065, -0.024], [5.470, -2.120, 0.388], [3.068, -3.986, 0.846], [1.923, -3.453, 1.401], [1.688, -3.728, 3.303], [2.020, -5.115, 3.664], [0.220, -3.297, 3.724], [2.641, -2.643, 3.969], [1.063, -2.717, 0.599], [1.222, 1.623, -0.875], [1.828, 0.573, 0.423], [2.777, 0.726, -1.089], [-0.233, -4.103, 3.998], [3.446, -3.084, 4.258], [3.012, 5.181, -0.730], [2.152, 4.971, -1.531], [2.296, 4.062, -2.527], [1.146, 4.082, -3.395], [0.023, 4.679, -2.555], [0.790, 5.632, -1.639], [1.386, 4.697, -4.265], [0.945, 3.066, -3.726], [-0.749, 5.156, -3.155], [-0.450, 3.896, -1.961], [0.926, 6.618, -2.086], [0.344, 5.741, -0.655], [-6.286, -3.028, 0.719], [-5.278, -2.387, 0.758], [-4.194, -2.686, 0.006], [-3.095, -1.809, 0.331], [-3.742, -0.576, 0.950], [-4.978, -1.174, 1.622], [-2.439, -2.328, 1.034], [-2.539, -1.589, -0.571], [-3.078, -0.042, 1.625], [-4.048, 0.112, 0.161], [-4.769, -1.523, 2.635], [-5.832, -0.504, 1.641]],
  "gap_ev": 9.434,
  "charge": 0
}